1.
# C20H23O

2 unconnected molecules or ions with the total composition C20H23O at a distorted geometry (ωB97M-V/def2-TZVPD, the OMol25 dataset).

Element x y z (Å)
1 C -5.33 1.30 2.50
2 C -4.16 0.37 2.46
3 C -4.41 -1.09 2.51
4 C -2.93 0.88 2.40
5 C -1.70 0.11 2.37
6 C -0.50 0.68 2.29
7 H -6.27 0.76 2.46
8 H -5.32 1.89 3.41
9 H -5.31 1.99 1.65
10 H -5.48 -1.31 2.47
11 H -3.94 -1.60 1.66
12 H -4.01 -1.53 3.43
13 H -2.84 1.95 2.38
14 H -1.77 -0.96 2.42
15 H 0.41 0.11 2.28
16 H -0.40 1.74 2.25
17 C 6.41 2.33 -1.44
18 O 5.16 2.97 -1.34
19 C 4.05 2.15 -1.29
20 C 2.79 2.79 -1.34
21 C 1.63 2.07 -1.33
22 C 1.63 0.65 -1.26
23 C 0.37 0.01 -1.25
24 C -0.01 -1.36 -1.37
25 C -1.37 -1.68 -1.16
26 C -1.83 -2.97 -1.29
27 C -0.95 -3.98 -1.63
28 C 0.38 -3.70 -1.87
29 C 0.85 -2.41 -1.76
30 C 2.89 0.02 -1.15
31 C 4.06 0.74 -1.18
32 H 7.20 3.08 -1.52
33 H 6.60 1.73 -0.55
34 H 6.44 1.71 -2.33
35 H 2.77 3.86 -1.41
36 H 0.69 2.58 -1.38
37 H -0.47 0.68 -1.14
38 H -2.05 -0.89 -0.90
39 H -2.87 -3.19 -1.11
40 H -1.31 -4.99 -1.71
41 H 1.05 -4.49 -2.17
42 H 1.87 -2.19 -2.03
43 H 2.93 -1.04 -0.98
44 H 5.01 0.24 -1.07

The lowest unoccupied orbital energy is -5.6 eV. The HOMO energy comes out at -10.54 eV. The total charge is +1. For the electronic energy, the calculation gives -23152.171 eV. The calculation puts the HOMO-LUMO gap at 0.18259 Eh.

=====

2.
# C5H6N2

A single C5H6N2 molecule at a distorted geometry (ωB97M-V/def2-TZVPD, the OMol25 dataset).

Element x y z (Å)
1 N 2.31 0.93 1.43
2 C 1.58 0.72 0.59
3 C 1.25 -0.07 -0.61
4 C -0.03 -0.49 -0.96
5 C -0.96 -0.91 0.13
6 C -0.96 0.52 0.61
7 N -0.13 0.96 -0.56
8 H 1.94 0.28 -1.37
9 H -0.10 -0.75 -2.01
10 H -1.93 -1.21 -0.25
11 H -0.58 -1.67 0.81
12 H -1.93 1.02 0.61
13 H -0.49 0.69 1.58

The lowest unoccupied orbital energy is 0.6 eV. The HOMO energy comes out at -9.27 eV. As for the SMILES: N#C[C@H]1[C@H]2CCN21. The total charge is 0. For the electronic energy, the calculation gives -8257.414 eV. The calculation puts the HOMO-LUMO gap at 0.36243 Eh.

=====

3.
# C32H55Br3O17

A molecular structure, C32H55Br3O17 at a distorted geometry (ωB97M-V/def2-TZVPD, the OMol25 dataset).

Element x y z (Å)
1 C -1.09 2.14 5.00
2 C 0.11 1.25 4.66
3 C 0.30 0.94 3.18
4 O 1.73 1.09 3.10
5 C 2.30 1.51 4.26
6 O 3.54 1.57 4.45
7 O 1.31 1.90 5.06
8 H -1.97 1.56 4.72
9 H -1.12 3.08 4.45
10 H -1.19 2.32 6.07
11 H -0.03 0.32 5.21
12 H -0.29 1.65 2.59
13 H 0.00 -0.07 2.90
14 C -5.52 -1.98 1.04
15 C -4.15 -1.34 1.19
16 C -4.17 0.18 1.47
17 O -3.16 0.25 2.51
18 C -2.99 -0.98 3.09
19 O -2.41 -1.21 4.16
20 O -3.60 -1.91 2.31
21 H -5.57 -3.06 0.90
22 H -6.06 -1.62 0.16
23 H -6.09 -1.76 1.95
24 H -3.54 -1.51 0.30
25 H -5.07 0.59 1.93
26 H -3.87 0.79 0.62
27 C -0.18 -5.88 -0.97
28 C -1.58 -5.21 -1.32
29 C -1.82 -3.94 -0.59
30 O -2.37 -3.11 -1.61
31 C -2.17 -3.61 -2.82
32 O -2.39 -3.04 -3.89
33 O -1.62 -4.82 -2.68
34 H -0.33 -6.30 0.03
35 H 0.68 -5.21 -1.01
36 H -0.06 -6.76 -1.61
37 H -2.41 -5.90 -1.21
38 H -0.90 -3.65 -0.09
39 H -2.55 -4.11 0.20
40 C 4.50 -1.67 2.69
41 C 3.61 -2.38 1.62
42 C 3.71 -3.92 1.46
43 O 2.34 -4.29 1.51
44 C 1.55 -3.25 1.80
45 O 0.35 -3.33 2.03
46 O 2.26 -2.18 1.92
47 H 4.47 -2.23 3.62
48 H 4.40 -0.58 2.70
49 H 5.50 -1.90 2.30
50 H 3.82 -1.98 0.63
51 H 4.23 -4.41 2.28
52 H 4.26 -4.21 0.57
53 C 1.34 4.49 -2.57
54 C 0.10 4.11 -3.41
55 O -0.98 4.22 -2.92
56 C 0.28 3.62 -4.83
57 H 2.10 3.73 -2.75
58 H 1.06 4.52 -1.52
59 H 1.68 5.45 -2.97
60 H -0.36 4.09 -5.57
61 H 0.08 2.56 -5.01
62 H 1.32 3.77 -5.10
63 C 3.60 -0.10 -1.77
64 C 3.52 -1.55 -2.23
65 O 4.56 -2.21 -2.10
66 C 2.21 -2.08 -2.82
67 H 3.01 0.67 -2.28
68 H 4.61 0.27 -1.92
69 H 3.41 -0.13 -0.70
70 H 1.61 -2.39 -1.97
71 H 2.47 -2.81 -3.59
72 H 1.69 -1.29 -3.35
73 C 3.54 2.98 0.58
74 C 4.98 2.71 0.87
75 O 5.66 1.80 0.43
76 C 5.60 3.82 1.72
77 H 2.95 2.76 1.47
78 H 3.18 2.41 -0.28
79 H 3.33 4.02 0.34
80 H 6.68 3.75 1.57
81 H 5.51 3.82 2.80
82 H 5.29 4.78 1.30
83 C -3.26 1.72 -3.71
84 C -3.87 0.56 -3.08
85 O -3.84 0.37 -1.84
86 C -4.70 -0.35 -3.92
87 H -3.42 2.68 -3.21
88 H -3.70 1.87 -4.69
89 H -2.20 1.48 -3.82
90 H -4.20 -0.66 -4.83
91 H -5.63 0.10 -4.27
92 H -4.96 -1.28 -3.42
93 C 0.22 1.03 -1.62
94 C -0.51 0.68 -0.37
95 O -1.15 1.51 0.28
96 C -0.36 -0.74 0.11
97 H 1.04 1.70 -1.35
98 H -0.48 1.49 -2.32
99 H 0.59 0.13 -2.11
100 H 0.37 -0.87 0.91
101 H -0.20 -1.38 -0.76
102 H -1.28 -1.01 0.63
103 C -3.37 4.09 1.44
104 Br -2.83 4.89 3.14
105 Br -2.89 5.32 -0.15
106 Br -5.32 3.86 1.44
107 H -2.81 3.17 1.26

The lowest unoccupied orbital energy is -0.2 eV. The HOMO energy comes out at -9.77 eV. The total charge is 0. For the electronic energy, the calculation gives -279009.945 eV. The calculation puts the HOMO-LUMO gap at 0.35317 Eh.

=====

4.
# C21H24AsAuN5OS2

A molecular structure, C21H24AsAuN5OS2 at a distorted geometry (ωB97M-V/def2-TZVPD, the OMol25 dataset).

Element x y z (Å)
1 Au 0.35 -0.97 1.19
2 O 2.52 -1.36 1.59
3 N 3.10 -0.60 2.49
4 C 4.45 -0.63 2.53
5 C 5.16 0.07 3.47
6 C 4.46 0.82 4.42
7 C 3.09 0.90 4.32
8 C 2.40 0.21 3.32
9 S 0.70 0.41 3.19
10 H 4.90 -1.25 1.77
11 H 6.24 0.03 3.47
12 H 4.98 1.34 5.20
13 H 2.51 1.49 5.01
14 S -2.05 -0.65 0.84
15 C -1.87 0.71 -0.27
16 N -2.83 1.10 -1.07
17 N -3.94 0.45 -1.14
18 C -4.93 0.80 -2.04
19 C -4.75 1.86 -2.93
20 C -5.75 2.17 -3.83
21 C -6.94 1.44 -3.83
22 C -7.11 0.40 -2.94
23 C -6.12 0.07 -2.04
24 N -0.78 1.46 -0.31
25 N 0.37 1.08 -0.01
26 C 1.42 1.96 0.07
27 C 1.25 3.33 0.29
28 C 2.35 4.14 0.41
29 C 3.63 3.61 0.27
30 C 3.80 2.26 0.00
31 C 2.71 1.42 -0.08
32 H -4.08 -0.35 -0.52
33 H -3.82 2.42 -2.92
34 H -5.61 2.98 -4.52
35 H -7.72 1.68 -4.54
36 H -8.03 -0.17 -2.93
37 H -6.25 -0.74 -1.35
38 H 0.25 3.73 0.38
39 H 2.23 5.20 0.60
40 H 4.49 4.25 0.37
41 H 4.80 1.86 -0.15
42 H 2.81 0.37 -0.28
43 C 0.35 -4.47 1.01
44 As 0.56 -2.98 -0.21
45 C -0.80 -3.37 -1.56
46 C 2.20 -3.42 -1.14
47 H 0.41 -5.42 0.48
48 H -0.62 -4.40 1.52
49 H 1.14 -4.42 1.76
50 H -0.65 -4.38 -1.95
51 H -0.74 -2.65 -2.39
52 H -1.80 -3.30 -1.11
53 H 2.11 -4.42 -1.59
54 H 3.02 -3.42 -0.42
55 H 2.41 -2.70 -1.93

The lowest unoccupied orbital energy (spin up / spin down) is -5.3 / -5.3 eV. The HOMO energy (spin up / spin down) comes out at -9.73 / -9.73 eV. The total charge is +1. For the electronic energy, the calculation gives -117856.280 eV. The calculation puts the HOMO-LUMO gap (spin up / spin down) at 0.16379 / 0.16388 Eh.

=====

- Which formula does entry 1 have?
  C20H23O

=====

- What is the electronic energy in the first record?
  -23152.171 eV